(1)
{
  "formula": "C21H31N3O4S",
  "method": "ωB97M-V with the def2-TZVPD basis set",
  "gap_ev": 8.73,
  "spin_multiplicity": 1,
  "total_energy_ev": -45753.708,
  "charge": 0,
  "relative_energy_ev": 23.869,
  "species": ["S", "O", "O", "O", "O", "N", "N", "N", "C", "C", "C", "C", "C", "C", "C", "C", "C", "C", "C", "C", "C", "C", "C", "C", "C", "C", "C", "C", "C", "H", "H", "H", "H", "H", "H", "H", "H", "H", "H", "H", "H", "H", "H", "H", "H", "H", "H", "H", "H", "H", "H", "H", "H", "H", "H", "H", "H", "H", "H", "H"],
  "positions_angstrom": [[4.669, 0.834, -0.326], [3.276, 1.298, -0.109], [0.986, -2.315, 0.010], [4.959, 0.353, -1.802], [-4.000, 1.009, -2.453], [4.652, -0.767, 0.600], [-4.679, 0.615, -0.140], [5.770, 1.665, 0.548], [-6.044, 1.954, 1.032], [-6.947, 0.496, -0.617], [4.744, -2.102, -0.320], [3.827, -0.853, 1.925], [-6.604, -0.451, 1.934], [-3.756, 0.290, -1.296], [-0.171, -0.084, -0.353], [-2.603, -0.126, -0.791], [2.216, -1.421, 0.090], [7.020, 1.229, 0.391], [0.022, -1.407, -0.420], [-5.652, 0.699, 1.729], [5.490, 3.015, 0.469], [-4.296, 0.276, 1.206], [-1.311, 0.611, -0.772], [-6.878, -0.846, 0.603], [3.273, -2.561, -0.239], [-1.296, -2.194, -0.374], [-5.907, 1.194, -0.402], [-2.500, -1.607, -0.872], [2.409, -0.983, 1.349], [-1.233, 1.589, -0.982], [-5.267, 2.711, 1.150], [7.199, 1.434, -0.671], [7.028, 0.254, 0.507], [-1.357, -3.246, -0.319], [-6.143, -1.360, 0.148], [-5.864, 1.991, -1.182], [-5.350, 0.878, 2.941], [-8.008, 0.644, -0.538], [4.952, -1.658, -1.361], [6.006, 3.728, 1.363], [-3.340, 0.742, 1.544], [3.395, -3.527, 0.746], [2.066, -1.753, 2.193], [5.749, 3.378, -0.679], [3.124, -3.242, -0.932], [4.370, -1.461, 2.344], [4.475, 3.229, 0.575], [2.418, -0.794, -0.742], [5.548, -2.463, 0.222], [1.805, -0.054, 1.431], [-7.788, -1.446, 0.297], [4.235, 0.301, 2.147], [-7.209, 2.269, 1.136], [-6.864, -0.077, -1.845], [7.788, 1.725, 1.288], [-7.765, 0.100, 2.396], [-4.093, -0.636, 1.207], [-6.499, -1.258, 2.440], [-3.332, -2.087, -1.000], [0.783, 0.635, -0.682]]
}



(2)
{
  "formula": "C21H31N5O3",
  "method": "ωB97M-V with the def2-TZVPD basis set",
  "gap_ev": 9.62,
  "spin_multiplicity": 1,
  "total_energy_ev": -35875.391,
  "charge": 0,
  "relative_energy_ev": 0.010,
  "species": ["O", "O", "O", "N", "N", "N", "N", "N", "C", "C", "C", "C", "C", "C", "C", "C", "C", "C", "C", "C", "C", "C", "C", "C", "C", "C", "C", "C", "C", "H", "H", "H", "H", "H", "H", "H", "H", "H", "H", "H", "H", "H", "H", "H", "H", "H", "H", "H", "H", "H", "H", "H", "H", "H", "H", "H", "H", "H", "H", "H"],
  "positions_angstrom": [[1.006, -4.912, 0.975], [-0.542, -2.850, 0.738], [0.643, 2.481, -0.849], [-4.174, 5.023, 0.330], [-1.059, 1.006, -1.037], [-3.035, 3.127, 0.721], [1.080, -1.302, 0.987], [-3.016, 5.804, -1.638], [2.920, -3.571, 0.345], [5.972, -2.888, -0.364], [-2.436, 0.657, -1.413], [1.650, -3.682, 1.226], [-2.009, 5.466, -2.439], [-5.142, 6.086, 0.489], [-1.469, 3.426, -1.251], [-3.095, -0.198, -0.338], [5.450, -3.771, 0.762], [0.197, -0.183, 0.716], [2.177, -3.623, 2.683], [-3.219, 4.941, -0.657], [-2.470, -0.008, -2.787], [3.644, -4.025, 2.576], [-2.516, 3.755, -0.397], [-0.117, -0.072, -0.774], [-1.222, 4.322, -2.281], [0.631, -2.572, 0.957], [4.097, -3.322, 1.296], [-0.547, 2.258, -1.033], [-4.001, 3.914, 1.106], [-2.570, -1.145, -0.193], [-4.634, 3.735, 1.963], [0.066, -4.692, 0.858], [-1.935, -0.960, -2.786], [4.236, -3.743, 3.448], [2.065, -1.136, 1.106], [2.107, -2.604, 3.073], [6.076, -1.854, -0.029], [-5.754, 5.876, 1.363], [3.730, -5.108, 2.445], [5.367, -4.809, 0.424], [4.162, -2.246, 1.516], [0.675, 0.732, 1.060], [0.805, 0.112, -1.327], [-0.729, -0.326, 1.274], [-3.119, 0.346, 0.606], [5.295, -2.893, -1.221], [6.171, -3.770, 1.585], [-2.023, 0.639, -3.542], [-5.779, 6.152, -0.392], [-4.635, 7.040, 0.624], [6.949, -3.223, -0.715], [-1.803, 6.147, -3.257], [2.826, -2.825, -0.445], [3.040, -4.543, -0.139], [-3.502, -0.213, -3.076], [-0.400, 4.141, -2.960], [-2.984, 1.593, -1.481], [1.569, -4.270, 3.314], [-4.120, -0.428, -0.630], [-0.550, -1.009, -1.115]]
}



(3)
{
  "formula": "C21H32CaFN6SeSi2",
  "method": "ωB97M-V with the def2-TZVPD basis set",
  "gap_ev": 6.52,
  "spin_multiplicity": 1,
  "total_energy_ev": -133502.403,
  "charge": -1,
  "species": ["Se", "Ca", "Si", "Si", "F", "N", "N", "N", "N", "N", "N", "C", "C", "C", "C", "C", "C", "C", "C", "C", "C", "C", "C", "C", "C", "C", "C", "C", "C", "C", "C", "C", "H", "H", "H", "H", "H", "H", "H", "H", "H", "H", "H", "H", "H", "H", "H", "H", "H", "H", "H", "H", "H", "H", "H", "H", "H", "H", "H", "H", "H", "H", "H", "H"],
  "positions_angstrom": [[-7.234, 2.940, 15.766], [-7.570, 0.349, 17.206], [-10.342, -1.825, 16.819], [-10.722, 0.728, 18.625], [-6.158, 0.650, 18.722], [-4.724, -3.575, 16.194], [-6.947, -1.009, 14.980], [-4.756, -3.573, 18.585], [-3.619, -5.173, 17.379], [-5.979, -1.898, 19.630], [-5.960, -1.881, 17.383], [-7.369, -0.630, 13.733], [-11.898, -2.520, 17.500], [-7.340, 2.307, 11.008], [-7.159, 2.614, 13.908], [-11.755, 1.534, 17.234], [-9.113, -3.340, 16.855], [-8.349, 2.727, 13.183], [-5.988, -1.948, 14.977], [-6.858, -1.174, 12.566], [-10.566, -1.361, 15.012], [-9.698, -0.615, 17.998], [-12.060, 0.538, 19.974], [-5.584, -2.477, 16.311], [-5.540, -2.472, 18.523], [-6.155, 2.177, 11.711], [-5.902, -2.177, 12.612], [-6.076, 2.239, 13.138], [-8.441, 2.613, 11.803], [-9.642, 2.148, 19.067], [-5.442, -2.541, 13.845], [-4.373, -4.074, 17.381], [-12.441, -3.129, 16.784], [-5.152, 2.278, 13.630], [-11.258, -0.527, 14.761], [-7.439, 2.223, 9.940], [-9.036, 2.638, 18.277], [-5.535, -2.680, 11.689], [-3.495, -5.744, 18.162], [-9.488, 2.722, 11.408], [-11.738, 0.269, 20.976], [-12.744, -0.234, 19.540], [-9.269, 3.015, 13.712], [-12.425, 2.181, 17.819], [-10.949, -2.304, 14.485], [-8.326, -3.317, 16.112], [-12.341, 0.960, 16.468], [-7.174, -0.942, 11.595], [-4.761, -3.385, 14.027], [-9.988, 3.045, 19.570], [-5.855, -2.449, 20.438], [-8.193, 0.113, 13.705], [-9.660, -4.286, 16.700], [-8.831, 1.755, 19.694], [-3.349, -5.591, 16.513], [-5.195, 2.033, 11.208], [-6.381, -0.948, 19.610], [-11.550, -3.174, 18.336], [-9.585, -1.221, 14.519], [-12.653, -1.806, 17.829], [-12.559, 1.516, 20.060], [-9.151, -1.126, 18.814], [-8.783, -3.388, 17.914], [-11.103, 2.143, 16.518]]
}



(4)
{
  "formula": "C21H32Cl15N5O6",
  "method": "ωB97M-V with the def2-TZVPD basis set",
  "gap_ev": 10.81,
  "spin_multiplicity": 1,
  "total_energy_ev": -229863.728,
  "charge": 0,
  "species": ["Cl", "Cl", "Cl", "Cl", "Cl", "Cl", "Cl", "Cl", "Cl", "Cl", "Cl", "Cl", "Cl", "Cl", "Cl", "O", "O", "O", "O", "O", "O", "N", "N", "N", "N", "N", "C", "C", "C", "C", "C", "C", "C", "C", "C", "C", "C", "C", "C", "C", "C", "C", "C", "C", "C", "C", "C", "H", "H", "H", "H", "H", "H", "H", "H", "H", "H", "H", "H", "H", "H", "H", "H", "H", "H", "H", "H", "H", "H", "H", "H", "H", "H", "H", "H", "H", "H", "H", "H"],
  "positions_angstrom": [[0.239, -0.349, -4.362], [-1.981, -3.142, -2.926], [-0.191, 5.308, -2.227], [-0.248, 5.513, 0.684], [-0.496, 7.928, -0.904], [-1.254, 1.410, -6.103], [4.634, -3.960, 2.015], [3.959, -1.824, 3.848], [-2.699, -0.356, -4.092], [-1.811, -5.879, -4.025], [3.748, -1.193, 0.957], [-4.200, 1.727, -0.865], [-2.119, -3.706, -5.904], [-5.025, 4.495, -1.348], [-3.417, 3.790, 1.064], [-0.487, -2.761, 6.374], [3.692, 4.228, -5.655], [-0.985, -2.808, 8.633], [-1.909, -1.285, 7.310], [1.607, 4.533, -6.169], [3.067, 5.011, -7.808], [3.451, 4.148, 1.910], [-1.794, -3.137, 0.963], [-0.142, -5.754, 3.516], [-0.462, 2.229, -0.958], [1.244, -4.846, -2.553], [4.349, 5.023, -8.305], [-2.391, -3.160, 1.954], [1.213, 3.986, -4.902], [2.638, 4.457, -0.600], [0.927, -3.401, 3.613], [-0.292, -5.950, -0.607], [0.371, -4.720, 3.464], [-0.817, -0.325, -0.521], [0.536, -5.321, -1.684], [-3.741, 3.469, -0.641], [-3.109, -3.316, 3.246], [-1.428, -4.205, -4.331], [-2.022, -0.468, 6.099], [4.582, -2.182, 2.224], [-1.070, -2.323, 7.361], [-1.682, -2.311, 9.794], [-0.618, 1.079, -0.774], [2.896, 4.634, -6.465], [3.056, 4.309, 0.844], [-0.923, 6.184, -0.849], [-1.325, -0.195, -5.239], [1.701, 4.373, -4.008], [-0.347, -4.195, -4.467], [0.149, -0.829, -0.522], [1.261, -3.204, 4.632], [-3.929, -2.608, 3.373], [0.274, -2.575, 3.333], [5.045, 5.791, -7.966], [4.394, 5.023, -9.394], [-1.115, 0.129, 6.001], [-2.006, 6.071, -0.800], [1.554, 2.951, -4.908], [0.140, 3.801, -4.946], [-1.364, -1.011, -5.960], [-2.776, 0.257, 6.407], [-2.398, -3.180, 4.061], [-1.329, -5.816, -0.914], [0.034, -5.446, 0.303], [-1.462, -2.810, 10.738], [2.436, 5.513, -0.782], [3.398, 4.110, -1.300], [4.775, 4.040, -8.103], [-1.459, -0.869, -1.213], [-1.235, -0.491, 0.472], [-0.101, -7.023, -0.560], [1.873, -3.371, 3.073], [1.845, 3.772, -0.900], [5.606, -1.811, 2.175], [-3.450, -4.343, 3.378], [-1.288, -1.315, 9.992], [-2.735, -2.067, 9.660], [-2.302, -1.002, 5.191], [-2.757, 3.552, -1.101]]
}



(5)
{
  "formula": "C21H32F3IN2O8PSTi",
  "method": "ωB97M-V with the def2-TZVPD basis set",
  "s_squared": 2.0145,
  "gap_ev": [4.09, 7.78],
  "spin_multiplicity": 3,
  "total_energy_ev": -101151.739,
  "charge": -1,
  "relative_energy_ev": 0.000,
  "species": ["I", "Ti", "S", "P", "F", "F", "F", "O", "O", "O", "O", "O", "O", "O", "O", "N", "N", "C", "C", "C", "C", "C", "C", "C", "C", "C", "C", "C", "C", "C", "C", "C", "C", "C", "C", "C", "C", "C", "H", "H", "H", "H", "H", "H", "H", "H", "H", "H", "H", "H", "H", "H", "H", "H", "H", "H", "H", "H", "H", "H", "H", "H", "H", "H", "H", "H", "H", "H", "H", "H"],
  "positions_angstrom": [[-3.123, 3.223, 4.963], [-0.683, 0.288, -0.144], [0.125, 3.616, -0.343], [1.809, -0.489, 0.574], [-2.105, 4.265, -1.454], [-0.670, 3.513, -3.005], [-0.500, 5.571, -2.163], [-0.301, -0.226, -2.006], [1.454, 3.481, -0.796], [-2.504, -3.374, 0.220], [-0.266, -2.377, -2.839], [-0.151, 4.568, 0.740], [-0.612, 2.311, -0.165], [-1.285, -1.429, 0.301], [-2.691, 0.662, -1.188], [-1.626, 0.743, 1.712], [-1.858, -0.237, 2.652], [-2.307, 0.266, 3.820], [-0.769, 4.274, -1.814], [-3.185, -1.622, -1.275], [-2.287, -2.273, -0.242], [3.153, -2.971, -0.217], [-2.396, -1.158, -2.555], [2.300, -0.181, 2.326], [3.615, -0.901, 2.725], [4.542, 0.341, -0.461], [-3.783, -0.330, -0.810], [-2.345, 1.671, 3.653], [-4.087, 0.577, -3.074], [1.252, -3.202, 1.407], [2.756, 0.073, -2.102], [-0.862, -1.370, -2.512], [-4.861, -0.009, -1.819], [2.984, 0.463, -0.658], [-2.637, 0.299, -2.670], [2.239, 1.309, 2.588], [1.888, -2.277, 0.276], [-1.999, 1.949, 2.327], [1.808, 0.377, -2.452], [4.071, -2.519, 0.184], [2.784, 1.929, 1.867], [4.483, -0.200, 2.635], [3.585, 0.511, -2.768], [1.942, -3.144, 2.294], [-3.980, -0.199, 0.260], [2.843, -1.031, -2.183], [-2.813, -1.739, -3.420], [3.476, -1.093, 3.755], [2.704, 1.563, -0.506], [0.212, -2.925, 1.661], [1.308, -4.278, 1.015], [5.010, 1.013, -1.146], [3.205, -2.806, -1.319], [3.705, -1.868, 2.163], [1.467, -0.702, 2.854], [-1.973, 2.993, 1.952], [4.852, 0.549, 0.635], [-4.365, 1.683, -3.019], [3.212, -4.052, 0.019], [-1.590, -1.155, 2.349], [-2.717, -0.446, 4.566], [4.666, -0.673, -0.709], [-5.498, -0.868, -2.050], [-5.574, 0.678, -1.301], [-4.306, 0.186, -4.084], [1.139, 1.545, 2.592], [1.139, -2.399, -0.580], [-1.855, 0.908, -3.154], [2.709, 1.616, 3.533], [-3.875, -2.493, -1.615]]
}



(6)
{
  "formula": "C21H32N7O4PtS",
  "method": "ωB97M-V with the def2-TZVPD basis set",
  "s_squared": 6.0189,
  "gap_ev": [8.76, 4.40],
  "spin_multiplicity": 5,
  "total_energy_ev": -54972.989,
  "charge": 3,
  "relative_energy_ev": 0.613,
  "species": ["Pt", "S", "O", "O", "O", "O", "N", "N", "N", "N", "N", "N", "N", "C", "C", "C", "C", "C", "C", "C", "C", "C", "C", "C", "C", "C", "C", "C", "C", "C", "C", "C", "C", "C", "H", "H", "H", "H", "H", "H", "H", "H", "H", "H", "H", "H", "H", "H", "H", "H", "H", "H", "H", "H", "H", "H", "H", "H", "H", "H", "H", "H", "H", "H", "H", "H"],
  "positions_angstrom": [[-0.772, -0.425, 0.104], [-2.488, -1.323, -1.136], [1.355, 2.418, -0.879], [-1.672, 1.547, -0.129], [4.951, -0.316, -2.058], [1.029, -2.021, -0.552], [-1.187, -3.710, -1.248], [-3.177, 3.132, -0.564], [-0.540, 0.435, 4.153], [1.181, 0.180, -0.723], [3.010, -1.208, -1.318], [-3.409, -3.675, -1.820], [-0.475, -0.393, 2.119], [1.308, -3.208, 3.783], [0.752, -2.542, 2.706], [1.755, -1.073, -0.868], [-4.515, 3.735, -0.414], [0.155, -1.314, 2.967], [4.196, 2.070, -0.526], [1.826, 1.293, -1.001], [-2.866, 2.003, 0.019], [-2.322, -3.061, -1.418], [3.844, -0.134, -1.667], [-0.880, 0.631, 2.896], [4.207, 1.452, 0.868], [3.334, 1.307, -1.546], [3.323, 1.964, -2.938], [-3.472, -5.102, -2.157], [0.678, -1.451, 5.345], [-2.169, 3.824, -1.385], [2.473, 1.231, -3.971], [0.124, -0.798, 4.261], [-3.889, 1.293, 0.854], [1.274, -2.672, 5.078], [-3.307, -5.711, -1.268], [-1.393, 1.506, 2.534], [-4.744, 3.924, 0.633], [3.398, -2.142, -1.412], [2.499, 1.768, -4.917], [-2.738, -5.341, -2.927], [4.367, 1.985, -3.253], [-4.461, -5.314, -2.548], [4.617, 0.440, 0.860], [-1.128, -4.700, -1.437], [-0.326, -3.207, -1.087], [1.423, 1.160, -3.671], [3.001, 2.999, -2.824], [-4.183, 1.911, 1.705], [0.775, -2.961, 1.710], [3.207, 1.422, 1.315], [-2.561, 4.793, -1.671], [1.781, -4.168, 3.626], [-4.258, -3.132, -1.887], [1.722, -3.226, 5.892], [3.855, 3.104, -0.497], [-5.282, 3.094, -0.843], [0.647, -1.044, 6.347], [-0.728, 1.076, 4.912], [-1.250, 3.957, -0.820], [-1.953, 3.245, -2.281], [5.203, 2.074, -0.945], [-3.495, 0.348, 1.219], [-4.525, 4.681, -0.943], [2.850, 0.224, -4.165], [4.835, 2.046, 1.530], [-4.793, 1.099, 0.277]]
}